C26H47AsBrClFeN4O5 as an isolated structure at a distorted geometry, computed with ωB97M-V/def2-TZVPD.

Atoms and positions in Å:
Fe  11.3407  14.2619  8.2822
C  11.7777  21.6810  7.4264
C  10.3521  21.1027  7.3553
C  9.5912  21.6843  6.1007
C  9.5242  21.4801  8.6094
C  10.4638  19.5782  7.2536
C  11.6890  18.8539  7.2710
C  11.6728  17.4791  7.2953
Br  13.3526  16.4411  7.2858
C  10.4632  16.7263  7.1746
O  10.5060  15.4333  6.9662
C  9.2153  17.4133  7.1613
C  9.2778  18.8176  7.1752
C  7.8941  16.6211  7.1521
C  7.9382  15.0915  6.8629
C  7.0300  17.2577  6.0394
C  7.2724  16.7743  8.5555
H  11.7468  22.7494  7.5889
H  12.3240  21.4775  6.4894
H  12.3514  21.2837  8.2795
H  9.6775  22.7771  6.0911
H  8.5344  21.4375  6.1232
H  9.9781  21.3428  5.1335
H  9.2828  22.5355  8.5740
H  10.0085  21.2425  9.5534
H  8.5411  20.9461  8.5320
H  12.6602  19.3872  7.3527
H  8.3857  19.3874  7.1638
H  8.5178  14.8437  5.9625
H  6.8866  14.7470  6.6928
H  8.3480  14.5544  7.7100
H  7.6302  17.4152  5.1342
H  6.6365  18.2584  6.2842
H  6.1982  16.6095  5.7924
H  7.9570  16.4250  9.3214
H  6.3292  16.1910  8.5986
H  7.0460  17.8044  8.8198
C  17.4435  14.8984  6.9860
As  16.0900  14.3195  8.3021
C  17.2837  12.9512  9.1499
C  16.5489  15.7831  9.6344
H  18.2712  15.3443  7.5352
H  17.0135  15.6649  6.3172
H  17.7531  13.9809  6.4507
H  18.2698  13.4238  9.2038
H  17.3581  12.0271  8.5462
H  16.9488  12.7049  10.1778
H  17.6219  15.6865  9.9071
H  15.9633  15.6542  10.5532
H  16.3473  16.7958  9.1923
O  10.7191  11.7652  9.7380
Cl  9.1963  11.9134  9.6887
O  8.6786  11.4694  8.4372
O  8.5931  11.1884  10.7803
O  8.9490  13.4045  9.7894
N  12.1430  15.6822  12.2895
C  12.8646  14.4754  12.4131
C  12.6419  13.7972  11.2582
N  11.9050  14.5984  10.3755
C  11.5745  15.6887  11.0865
H  12.0939  16.4842  12.9580
H  13.3810  14.1411  13.2997
H  12.9276  12.7857  11.0678
H  10.9345  16.5137  10.7919
C  13.4137  9.6493  8.4666
C  13.6224  10.2671  7.0927
N  12.3675  10.7013  6.4612
C  11.5698  9.6806  5.7760
C  10.5341  8.9919  6.6408
C  11.9578  11.9572  6.7405
C  10.7932  12.4594  5.8895
N  12.4998  12.7384  7.6349
H  14.3872  9.6990  9.0138
H  13.0892  8.6007  8.3479
H  12.6634  10.2810  9.0323
H  14.1319  9.5975  6.3980
H  14.2720  11.1469  7.1222
H  12.3317  8.9452  5.4297
H  11.1433  10.1544  4.8967
H  10.9958  8.3553  7.4390
H  9.9254  8.2880  6.0358
H  9.8407  9.7391  7.0674
H  11.0077  12.3769  4.8186
H  10.5871  13.5079  6.0963
H  9.8766  11.8922  6.1003
H  13.2095  12.2550  8.1702

## Properties
- 2S+1 = 6
- ⟨S²⟩ = 8.78
- net charge = +1
- total energy (Eh) = -8147.31823
- frontier orbital gap (alpha / beta) (eV) = 8.73 / 5.02
- ΔE to the lowest compared entry with this formula, charge and spin (eV) = 0.000

C26H47ErO2Si2 as an isolated structure at a distorted geometry, computed with ωB97M-V/def2-TZVPD.

Atoms and positions in Å:
O  0.0141  1.8405  -2.2770
C  1.1593  2.2052  -3.1171
C  0.1496  2.9238  -4.0222
H  1.7175  1.3442  -3.5107
H  1.8191  2.9563  -2.6456
C  -0.7977  2.9178  -2.7887
H  -0.3414  2.3484  -4.8122
H  0.4077  3.9241  -4.3228
C  -2.2449  2.5609  -3.0587
H  -2.4448  1.4892  -2.9711
H  -2.5556  2.8604  -4.0698
H  -2.8997  3.1166  -2.3751
C  -0.6143  4.1582  -1.9201
H  0.4556  4.3025  -1.7397
H  -1.1364  4.0734  -0.9485
H  -0.9691  5.0634  -2.4311
Er  -0.2494  0.1391  0.9111
C  0.3775  2.3313  2.3729
C  1.5046  1.4641  2.0988
C  2.0667  1.8844  0.8450
H  1.9397  0.7426  2.7965
C  1.4101  3.0845  0.4623
C  0.3522  3.3452  1.3682
H  -0.3048  4.2141  1.3652
H  -0.2666  2.2739  3.2549
H  2.9941  1.4929  0.4183
H  1.7458  3.7584  -0.3176
C  -2.5781  0.1163  2.0463
C  -2.4552  1.4023  1.4545
C  -2.3975  1.2371  0.0389
H  -2.4563  2.3487  1.9923
C  -2.4384  -0.1676  -0.2534
C  -2.5873  -0.8590  0.9965
H  -2.7309  -1.9328  1.1248
H  -2.6687  -0.0942  3.1160
H  -2.4269  2.0361  -0.6901
H  -2.4076  -0.5984  -1.2590
O  -0.4151  -0.8383  -3.2940
C  -1.1250  -0.6823  -4.5819
C  -0.2718  -1.2801  -5.7297
H  -1.3406  0.3916  -4.7777
H  -2.0971  -1.2376  -4.5601
C  0.7735  -2.1374  -5.0287
H  0.1891  -0.5160  -6.3733
H  -0.8843  -1.9112  -6.3878
C  0.4397  -1.9967  -3.5488
H  1.7758  -1.7814  -5.2662
H  0.6561  -3.1708  -5.3559
H  1.2984  -1.9199  -2.8822
H  -0.0852  -2.9169  -3.2367
C  -0.4716  -3.9908  1.2761
Si  0.6989  -2.5443  1.3875
C  2.3488  -3.2852  1.8199
C  0.7677  -1.7463  -0.3234
C  0.0336  -1.3266  2.6715
Si  0.7353  -1.1285  4.3999
C  2.6236  -1.0011  4.5050
C  0.0373  0.4070  5.2730
C  0.1030  -2.5638  5.4785
H  0.0916  -4.8845  0.9785
H  -1.2726  -3.8006  0.5537
H  -0.9053  -4.1502  2.2679
H  2.4626  -4.2221  1.2529
H  3.1773  -2.6074  1.5790
H  2.3794  -3.5118  2.8919
H  -0.2005  -1.6304  -0.8431
H  1.3493  -0.8081  -0.4469
H  1.3261  -2.4709  -0.9310
H  -0.9617  -1.7275  2.9261
H  3.0715  -0.4342  3.6770
H  2.8961  -0.5068  5.4518
H  3.0591  -2.0098  4.5128
H  -0.8245  0.8434  4.7571
H  -0.3008  0.1620  6.2887
H  0.7950  1.1870  5.3921
H  -0.9921  -2.4987  5.5881
H  0.3586  -3.5319  5.0253
H  0.5584  -2.5249  6.4814

## Properties
- 2S+1 = 4
- ⟨S²⟩ = 3.75
- net charge = 0
- total energy (Eh) = -2763.37367
- frontier orbital gap (alpha / beta) (eV) = 7.74 / 7.77

C26H48As2BrIrN2O3 as an isolated structure at a distorted geometry, computed with ωB97M-V/def2-TZVPD.

Atoms and positions in Å:
Ir  0.5981  -0.9302  -0.6355
C  -5.3338  3.6148  -1.8709
C  -4.5013  4.0173  -0.6379
C  -5.2658  3.6276  0.6394
C  -4.3011  5.5319  -0.6549
C  -3.1913  3.2554  -0.6787
C  -3.2215  1.8347  -0.7030
C  -2.0592  1.1537  -0.7813
Br  -2.0799  -0.7366  -0.8604
C  -0.7610  1.7862  -0.8115
O  0.2859  1.0947  -0.8825
C  -0.7297  3.2335  -0.7575
C  -1.9432  3.8889  -0.7061
C  0.5511  4.0738  -0.7584
C  0.5442  4.9408  -2.0322
C  1.8682  3.2864  -0.7422
C  0.5422  4.9864  0.4810
H  -6.2779  4.1599  -1.8614
H  -5.5638  2.5487  -1.8805
H  -4.8052  3.8589  -2.7941
H  -6.2253  4.1451  0.6545
H  -4.7079  3.9169  1.5320
H  -5.4639  2.5559  0.6891
H  -5.2745  6.0213  -0.6547
H  -3.7695  5.8595  -1.5508
H  -3.7592  5.8786  0.2278
H  -4.1601  1.2979  -0.6700
H  -1.9285  4.9675  -0.6766
H  0.5316  4.3158  -2.9268
H  1.4454  5.5553  -2.0556
H  -0.3177  5.6073  -2.0675
H  2.0040  2.7001  -1.6497
H  1.9350  2.6143  0.1143
H  2.6846  4.0084  -0.6772
H  -0.3020  5.6750  0.4838
H  1.4540  5.5845  0.4924
H  0.5061  4.3971  1.4001
C  5.0009  0.3612  -2.1761
As  4.2071  -0.6906  -0.8021
C  4.8949  -2.4708  -0.8781
C  4.6908  0.0593  0.8890
O  2.5620  -0.6932  -1.0391
H  6.0853  0.3321  -2.0828
H  4.6444  1.3847  -2.0810
H  4.6974  -0.0391  -3.1408
H  5.9822  -2.4530  -0.8142
H  4.5874  -2.9210  -1.8196
H  4.4860  -3.0442  -0.0487
H  5.7772  0.0732  0.9722
H  4.2737  -0.5480  1.6893
H  4.3061  1.0754  0.9523
C  1.1592  1.1288  3.6867
As  0.4103  -0.5326  3.1085
C  1.6546  -1.9237  3.5373
C  -1.2127  -0.8739  4.0551
O  0.0505  -0.4696  1.4832
H  1.2691  1.1347  4.7703
H  0.4955  1.9338  3.3786
H  2.1322  1.2589  3.2171
H  1.8256  -1.9404  4.6131
H  2.5943  -1.7407  3.0212
H  1.2406  -2.8783  3.2192
H  -1.0445  -0.8664  5.1309
H  -1.5869  -1.8465  3.7429
H  -1.9354  -0.1074  3.7849
N  0.5639  -2.9378  -0.7252
C  0.5502  -4.0934  -0.7420
N  0.4917  -5.3912  -0.7922
C  0.5744  -6.2197  0.4275
C  -0.6344  -7.1405  0.4997
C  -0.7714  -7.9556  -0.7885
C  -0.8472  -7.0364  -2.0095
C  0.3718  -6.1300  -2.0661
H  0.6327  -5.5613  1.2924
H  1.4942  -6.8077  0.3733
H  -1.5381  -6.5460  0.6569
H  -0.5169  -7.8054  1.3564
H  -1.6622  -8.5801  -0.7364
H  0.0882  -8.6255  -0.8901
H  -1.7552  -6.4298  -1.9614
H  -0.8876  -7.6257  -2.9261
H  0.3138  -5.4152  -2.8843
H  1.2774  -6.7291  -2.1904

## Properties
- net charge = +2
- total energy (Eh) = -8504.02047
- frontier orbital gap (alpha / beta) (eV) = 4.62 / 4.48
- ΔE to the lowest compared entry with this formula, charge and spin (eV) = 1.782

C26H48BNO52S11 as an isolated structure at a distorted geometry, computed with ωB97M-V/def2-TZVPD.

Atoms and positions in Å:
N  0.0165  0.5546  -0.5665
H  -0.8732  0.4729  -0.0956
H  0.6892  1.1795  -0.1457
H  -0.2641  0.8881  -1.4776
H  0.3006  -0.4105  -0.6564
O  -1.5193  -1.9723  -0.2703
C  -1.7337  -2.9248  0.5567
O  -1.5219  -4.1205  0.3869
B  -2.2554  -4.8544  1.4758
O  -2.8210  -3.8643  2.3816
C  -2.5289  -2.6837  1.8581
O  -2.9058  -1.5635  2.2116
O  -3.3313  -5.6973  0.7497
C  -3.2765  -6.9169  1.3220
O  -4.0177  -7.8428  1.1557
C  -2.0762  -6.9063  2.3649
O  -1.3998  -5.7794  2.1528
O  -1.8057  -7.8075  3.2149
C  0.5588  -0.5519  -5.8251
C  -0.5295  -1.5884  -5.4237
O  -1.7774  -0.9123  -5.0440
S  -1.4456  0.6340  -4.6859
O  -1.3267  0.7584  -3.2017
O  -2.4096  1.4310  -5.4529
O  -0.0575  0.6967  -5.4933
H  0.8275  -0.6120  -6.8798
H  1.4151  -0.7647  -5.1851
H  -0.3962  -2.2800  -4.5918
H  -0.8634  -2.1900  -6.2691
C  2.7540  5.4949  4.9639
C  2.1123  4.1727  4.4094
O  2.6078  3.1973  5.2008
S  4.1725  3.4684  5.7241
O  5.1435  3.1424  4.6113
O  4.4519  2.8613  7.0302
O  3.8324  5.1024  5.7638
H  2.1055  6.1647  5.5286
H  3.0285  6.0211  4.0495
H  2.4627  3.8763  3.4207
H  1.0267  4.0957  4.3490
C  -5.6497  3.0202  0.3442
C  -6.1837  1.6358  0.1826
O  -5.4433  0.9276  -0.7498
S  -3.9610  1.6822  -1.0005
O  -3.9044  1.9879  -2.4642
O  -2.8213  0.9559  -0.4053
O  -4.3198  3.0557  -0.0944
H  -5.6823  3.4439  1.3480
H  -6.2966  3.7261  -0.1768
H  -7.2325  1.7165  -0.1031
H  -6.0759  1.0835  1.1161
C  5.9786  0.6423  2.5723
C  6.6421  1.5288  1.4860
O  5.6420  1.5460  0.4126
S  4.0879  1.3875  0.9418
O  3.2911  0.5861  0.0158
O  3.6396  2.7159  1.3080
O  4.5551  0.7125  2.4039
H  6.1824  0.8382  3.6250
H  6.3182  -0.3934  2.5632
H  7.5613  1.0717  1.1198
H  6.8225  2.5591  1.7928
C  -4.4516  -0.0265  4.7364
C  -5.0384  -1.4485  4.8033
O  -4.8313  -1.8324  6.1022
S  -3.4711  -1.0232  6.7816
O  -2.1973  -1.7681  6.6359
O  -3.9161  -0.4688  8.0711
O  -3.3784  0.1806  5.6104
H  -5.2829  0.6150  5.0289
H  -4.0729  0.1144  3.7241
H  -4.4961  -2.1103  4.1281
H  -6.0981  -1.5874  4.5892
C  0.2861  -1.7661  4.3743
C  1.5648  -1.8871  3.4592
O  1.4494  -0.8939  2.5474
S  0.7366  0.3722  3.1852
O  -0.5250  0.5277  2.3627
O  1.7647  1.4084  3.3593
O  0.5540  -0.3519  4.6299
H  0.4044  -2.5305  5.1423
H  -0.6315  -2.0840  3.8792
H  1.6219  -2.8706  2.9929
H  2.4338  -1.7855  4.1093
C  3.8020  5.0315  -1.2910
C  2.4475  5.6658  -1.7892
O  1.6521  4.5446  -2.2081
S  2.6248  3.3040  -2.7886
O  2.7057  3.3744  -4.2714
O  2.1776  2.0535  -2.1421
O  3.9673  3.8768  -2.0772
H  3.8169  4.9562  -0.2037
H  4.6490  5.6620  -1.5613
H  2.3577  6.3799  -2.6078
H  1.9231  6.1828  -0.9855
C  4.9782  -1.7751  -2.1927
C  5.5611  -3.1293  -2.1639
O  6.8232  -2.9530  -2.6707
S  7.4860  -1.4832  -2.2501
O  7.8459  -0.6039  -3.3601
O  8.4463  -1.5687  -1.1205
O  6.0571  -0.9241  -1.7990
H  4.2195  -1.5713  -1.4371
H  4.6025  -1.4534  -3.1640
H  5.0163  -3.8905  -2.7224
H  5.5530  -3.4502  -1.1222
C  -5.5593  -0.2460  -5.8919
C  -6.6466  0.0950  -4.8373
O  -6.7705  -1.0699  -4.0448
S  -5.4105  -1.9437  -3.9378
O  -5.6628  -3.4010  -3.6000
O  -4.3549  -1.1662  -3.1797
O  -5.2746  -1.6481  -5.6192
H  -4.7906  0.4378  -5.5320
H  -5.9673  0.0001  -6.8723
H  -7.5858  0.1984  -5.3808
H  -6.5619  0.9581  -4.1769
C  -1.2413  5.9543  -0.4878
C  -1.5447  5.0672  -1.6514
O  -1.1264  3.8149  -1.2063
S  -0.4663  3.7695  0.3006
O  0.7823  3.0396  0.4218
O  -1.5745  3.5789  1.2873
O  -0.0986  5.3390  0.1448
H  -1.9963  6.2710  0.2318
H  -0.9136  6.9513  -0.7826
H  -0.9456  5.2964  -2.5327
H  -2.5951  5.0922  -1.9414
C  1.7933  -7.6755  -2.3285
C  1.1849  -6.8452  -1.2069
O  0.6088  -5.7121  -1.7529
S  1.3026  -5.2093  -3.1551
O  2.3562  -4.1960  -2.8788
O  0.3097  -4.9834  -4.2232
O  2.0036  -6.7634  -3.3452
H  0.9682  -8.2773  -2.7093
H  2.6995  -8.1910  -2.0103
H  1.9552  -6.4374  -0.5523
H  0.4657  -7.5103  -0.7289

## Properties
- net charge = 0
- total energy (Eh) = -9391.31306
- frontier orbital gap (eV) = 9.01
- ΔE to the lowest compared entry with this formula, charge and spin (eV) = 7.475

C26H48N2O2P2Ru as an isolated structure at a distorted geometry, computed with ωB97M-V/def2-TZVPD.

Atoms and positions in Å:
Ru  -0.4260  -0.2935  -0.4467
C  0.6483  -1.4223  -1.4398
O  1.3207  -2.1561  -2.0591
C  -0.1913  1.4752  -0.8823
O  -0.0518  2.6197  -1.0685
P  -2.1784  -0.4614  -1.9496
C  -3.6994  -1.1536  -1.1593
H  -4.4834  -1.0440  -1.9247
C  -2.7270  1.2240  -2.5175
H  -2.6310  1.8499  -1.6115
C  -1.8506  -1.5155  -3.4280
H  -1.5597  -2.4750  -2.9656
C  3.4837  -0.6672  -0.0428
P  2.4108  0.0836  1.3272
H  3.8855  -0.7427  2.9641
H  3.0152  -1.6433  -0.2430
C  3.2716  1.6885  1.3596
H  4.2938  1.4630  1.0133
C  -1.8199  1.8011  -3.6018
H  -1.9858  1.3040  -4.5613
H  -0.7571  1.7557  -3.3594
H  -2.0736  2.8599  -3.7268
C  -4.1918  1.2659  -2.9636
H  -4.3804  2.2230  -3.4610
H  -4.8874  1.1875  -2.1245
H  -4.4156  0.4710  -3.6806
C  -3.1051  -1.7357  -4.2641
H  -3.9585  -2.1003  -3.6861
H  -2.8776  -2.4966  -5.0199
H  -3.3954  -0.8262  -4.8026
C  -0.6913  -1.0598  -4.3314
H  -0.2352  -1.9606  -4.7669
H  0.1041  -0.5151  -3.8106
H  -1.0541  -0.4438  -5.1644
C  -3.6159  -2.6502  -0.8312
H  -3.9172  -3.2594  -1.6929
H  -4.2975  -2.8852  -0.0042
H  -2.6170  -2.9915  -0.5413
C  -4.0944  -0.2903  0.0381
H  -3.3582  -0.3680  0.8453
H  -5.0655  -0.6297  0.4210
H  -4.1935  0.7685  -0.2232
C  4.9357  -0.8989  0.4151
H  5.0362  -1.2096  1.4586
H  5.5448  0.0018  0.2565
H  5.3634  -1.6976  -0.2080
C  3.5341  0.1159  -1.3655
H  4.2080  0.9800  -1.2914
C  2.0552  -0.8255  4.1142
H  2.5558  0.4573  -1.7218
H  3.9466  -0.5545  -2.1334
C  2.7694  -2.5067  2.3025
H  1.6896  -1.7920  4.4640
H  2.7233  -0.4421  4.8915
H  1.2002  -0.1541  4.0391
C  2.8242  -1.0236  2.7774
H  2.6246  -3.1466  3.1785
H  3.6993  -2.8155  1.8084
H  1.9376  -2.6644  1.6030
C  3.3351  2.1934  2.7984
H  2.4093  2.7255  3.0642
H  4.1705  2.9075  2.8925
H  3.4884  1.3808  3.5225
C  2.7094  2.7557  0.4180
H  2.6304  2.4199  -0.6231
H  3.3911  3.6229  0.4215
H  1.7208  3.1012  0.7488
H  -0.8359  -1.9976  0.4042
H  -1.5909  -1.7996  0.1678
N  0.7102  4.4906  4.7356
C  0.2839  3.4781  4.3402
C  -0.1933  2.2544  3.8296
C  -1.2224  1.5168  4.3651
C  -1.7673  0.3456  3.8565
C  -1.5132  -0.2779  2.6276
N  -0.4928  -0.1234  1.8194
C  0.6243  0.3054  1.4061
H  -1.6751  1.8925  5.2829
H  -2.5544  -0.1125  4.4494
H  -2.2288  -1.0503  2.3416
H  0.3060  1.8937  2.9304

## Properties
- 2S+1 = 5
- ⟨S²⟩ = 6.04
- net charge = +4
- total energy (Eh) = -2055.19170
- frontier orbital gap (alpha / beta) (eV) = 5.54 / 4.93
- ΔE to the lowest compared entry with this formula, charge and spin (eV) = 1.414